112
Properties=species:S:1:pos:R:3:forces:R:3 method="wB97M-V/def2-TZVPD" total_charge=-2 de_lowest_kj_mol=0.0 lumo_ha="0.126 / 0.126" homo_lumo_gap_ev="5.1 / 5.1" mol_weight_g_mol=1082.6 s_squared=0.78 spin_multiplicity=2 total_energy_ev=-122682.819
C -2.305 0.711 2.694 -0.206 -0.115 0.048
N -2.552 1.014 1.356 0.229 0.250 -0.071
Cl -5.014 6.114 -1.536 -0.004 0.000 0.004
C -1.123 1.133 3.311 0.157 -0.095 -0.145
C -1.137 -3.491 1.231 0.012 0.008 0.001
O 2.696 -0.777 0.764 -0.009 0.006 0.063
F -0.957 -3.920 -5.227 -0.003 0.005 0.010
F 3.415 3.560 0.964 0.006 -0.011 0.014
H 3.952 0.750 0.145 0.022 0.033 -0.043
C -3.188 -0.085 3.425 -0.008 0.081 -0.043
H 2.352 -0.438 3.845 0.007 0.012 -0.005
H 3.319 -1.602 2.926 0.080 -0.013 -0.037
H 2.196 -0.796 6.543 0.006 0.005 -0.006
H 3.775 1.035 -3.341 -0.005 0.000 -0.007
N -0.197 1.865 2.515 -0.090 0.571 0.750
C -4.072 3.895 -0.277 0.015 -0.007 -0.002
H 4.122 -1.343 -0.588 0.060 0.001 -0.062
F 4.393 4.992 -0.547 -0.022 -0.020 0.000
O 2.389 -0.388 -2.723 0.043 0.021 0.104
C -3.644 -5.585 -0.683 0.000 -0.006 0.000
H -4.142 -5.348 -1.622 -0.003 0.000 0.001
H 2.128 -3.290 0.658 -0.016 -0.016 -0.001
C -0.531 3.421 -2.926 -0.077 -0.045 0.017
C -0.908 -2.564 -4.993 0.018 -0.019 -0.038
C -0.909 -1.738 -6.101 -0.005 -0.029 0.023
C 3.416 0.408 1.030 0.000 0.087 -0.018
C -3.216 2.086 1.082 -0.146 -0.070 0.092
H 1.763 2.635 2.436 -0.011 0.176 0.065
C -1.043 4.354 -3.811 -0.023 0.003 -0.023
H -1.985 4.557 -5.732 -0.003 -0.006 -0.004
H -1.809 -5.518 1.369 0.000 0.002 -0.004
H -1.059 5.406 -3.557 -0.001 -0.003 0.007
P 3.253 3.851 -0.637 -0.040 0.022 -0.018
H 4.274 -1.086 5.359 -0.011 0.006 0.009
H 3.930 -2.790 5.030 0.007 0.005 0.002
C -1.502 2.521 -5.278 -0.029 -0.026 0.021
C -1.772 0.047 5.367 -0.060 -0.023 -0.017
C 3.551 -1.762 0.244 -0.059 -0.125 -0.023
H -4.707 4.147 -3.584 -0.002 -0.001 -0.002
C 2.731 0.739 -3.505 0.071 -0.017 0.018
H 4.141 -1.479 -2.622 -0.004 0.000 0.003
C 3.122 -1.538 -3.036 -0.085 0.028 -0.034
C -0.866 0.158 -4.552 0.023 0.071 -0.004
H -0.922 -2.121 -7.111 -0.002 0.015 -0.006
H 0.575 1.109 6.288 0.004 0.002 0.002
C -1.547 3.876 -5.010 -0.003 0.001 0.011
H 0.241 -1.747 5.717 0.037 -0.023 -0.001
C 1.311 1.939 4.422 0.018 -0.205 0.167
F 2.111 2.676 -0.701 0.099 0.076 -0.014
H -3.538 2.732 1.913 -0.033 -0.044 -0.015
H -0.789 -2.818 -2.902 -0.020 -0.005 0.002
H -1.907 2.138 -6.201 -0.005 0.017 -0.008
N -0.489 2.116 -3.174 0.218 0.056 -0.015
H -2.059 -1.216 -0.901 -0.107 0.141 0.017
C 2.760 -1.452 3.841 -0.070 0.048 0.046
H -1.568 -0.194 6.405 0.001 0.005 0.000
F 3.077 4.105 -2.218 0.013 0.006 0.019
C -3.600 2.567 -0.211 0.034 -0.003 -0.008
C -1.910 -4.572 0.848 -0.006 -0.012 -0.012
H 3.422 -3.779 -0.453 -0.017 0.013 -0.017
C -0.842 0.818 4.654 0.069 -0.013 -0.010
H -4.411 -5.826 0.058 -0.002 0.000 0.001
C -2.844 -3.197 -0.838 0.008 -0.009 0.022
H 1.484 -2.877 -3.188 -0.047 -0.012 -0.044
H -4.104 4.489 0.631 -0.006 -0.007 0.002
C -2.031 -2.164 -0.382 0.145 -0.040 -0.058
C -0.784 -0.704 -3.426 -0.127 -0.014 -0.003
H 2.567 0.530 -4.569 0.000 -0.001 -0.005
H 3.002 -3.649 -2.668 -0.018 0.011 0.011
C 2.357 -2.763 -2.552 0.072 -0.011 0.059
S 1.361 -2.584 3.775 0.044 -0.032 0.053
C 2.735 -2.960 -0.188 0.011 -0.006 -0.041
Rb 0.172 0.598 -0.759 -0.204 -0.416 -0.041
H -3.953 1.797 -3.524 0.008 -0.002 -0.002
H 3.231 -1.649 -4.127 -0.013 0.026 0.016
H 4.135 0.263 1.849 0.028 -0.019 0.029
H 2.275 2.247 4.809 0.005 -0.031 -0.010
F 2.110 4.940 -0.316 0.031 -0.005 -0.017
F -0.826 0.415 -6.961 -0.004 -0.017 -0.015
N -1.183 -2.297 0.638 -0.002 -0.008 -0.001
C 2.391 -1.817 6.210 0.003 -0.004 -0.023
F -1.522 3.905 2.621 -0.029 -0.011 -0.029
C -0.944 1.640 -4.340 -0.017 -0.044 0.026
C 3.480 -1.800 5.132 0.001 -0.018 0.012
C -4.000 2.389 -2.618 0.015 0.007 0.004
C 0.381 1.287 5.238 0.008 0.031 -0.085
H 2.083 1.558 -3.202 0.005 0.001 0.011
F 4.393 2.735 -0.940 0.015 0.017 -0.003
C -2.923 -0.406 4.750 0.041 0.019 0.022
C 1.048 2.176 3.107 0.124 -0.041 -0.338
H -3.484 -3.013 -1.692 -0.010 -0.012 0.006
H -4.073 -0.449 2.920 -0.010 -0.009 0.026
H -3.039 -6.481 -0.833 -0.002 0.001 0.002
F -0.138 3.605 0.844 -0.110 0.006 0.043
H 4.277 -2.084 1.012 0.009 -0.028 -0.004
C -0.883 -0.382 -5.837 0.026 0.012 0.025
C -3.557 1.733 -1.399 -0.039 -0.016 0.002
H 2.707 1.175 1.310 -0.011 0.022 0.027
H -3.625 -1.019 5.303 -0.007 0.001 -0.006
O 1.841 -2.697 -1.240 0.027 0.027 0.020
H -0.133 3.737 -1.965 0.033 0.018 -0.028
C -4.414 3.684 -2.649 -0.008 0.004 0.017
H 2.696 -2.396 7.082 -0.005 0.002 0.004
C 1.111 -2.390 5.575 -0.057 0.052 0.015
C -2.794 -4.434 -0.220 0.001 0.008 0.008
O -3.203 0.542 -1.396 0.019 -0.004 0.016
H -0.432 -3.596 2.049 -0.036 -0.011 -0.029
C -0.833 -2.083 -3.706 0.041 0.048 -0.068
C -4.458 4.446 -1.462 -0.001 0.003 -0.029
O 1.954 -3.950 3.599 -0.038 0.002 -0.006
B -0.672 3.135 1.950 0.021 -0.300 -0.386
H 0.867 -3.396 5.914 0.001 -0.009 -0.013



103
Properties=species:S:1:pos:R:3:forces:R:3 method="wB97M-V/def2-TZVPD" total_charge=-1 de_lowest_kj_mol=39.4 lumo_ha=0.082 homo_lumo_gap_ev=6.1 mol_weight_g_mol=1125.0 spin_multiplicity=1 total_energy_ev=-97436.480
H 1.859 1.255 -7.239 -0.022 0.001 -0.028
H -3.497 0.575 -3.914 -0.038 -0.067 -0.026
C 3.943 -4.783 0.876 0.296 -0.161 0.236
H -1.781 4.907 3.431 0.051 0.101 -0.089
H -3.404 4.345 3.835 -0.224 -0.157 -0.068
H -3.209 0.296 2.812 0.079 -0.262 -0.117
C 4.105 -4.735 2.239 0.237 -0.225 -0.527
C -2.789 -1.771 -2.727 -0.082 -0.062 0.070
H 4.920 -5.279 2.698 0.054 -0.112 0.035
H -0.396 1.213 -7.144 -0.036 -0.027 -0.092
H -2.002 3.834 4.783 -0.040 -0.058 0.173
H 2.770 2.264 3.808 -0.022 0.161 0.211
C 1.809 -1.820 4.431 0.458 -0.014 0.055
Tl -0.521 -1.073 2.089 0.421 -0.723 -0.139
H 4.286 0.036 -3.946 0.075 -0.032 0.054
C -1.525 3.281 -3.439 -0.051 0.146 0.066
H -4.050 -1.841 -0.999 -0.047 0.007 0.086
C 0.771 -1.287 5.287 0.427 0.101 0.562
H -0.095 4.777 -2.897 0.074 0.048 0.046
C -3.607 3.892 -4.494 -0.079 0.076 -0.090
H -2.094 0.013 7.475 -0.031 0.027 0.029
F 1.049 0.190 0.112 -0.260 -0.078 0.155
H -4.247 4.651 -4.924 -0.052 0.052 0.001
H 2.669 -0.355 7.987 0.003 0.064 0.048
C -3.305 -1.186 -1.446 -0.030 0.024 0.011
C -3.427 -2.870 -3.290 -0.128 0.003 -0.004
C 1.092 -0.778 6.581 -0.150 -0.115 -0.378
C -1.804 2.907 0.829 -0.182 -0.236 0.797
H 1.325 -3.358 -2.647 -0.020 -0.072 -0.098
H 2.300 -0.059 -2.543 0.110 -0.050 0.293
C 2.622 -4.080 -1.090 -0.232 0.085 -0.040
H -2.445 -0.806 5.143 -0.112 0.050 0.004
H 3.311 -4.596 -1.747 0.052 -0.019 -0.037
H -2.633 3.425 0.359 -0.251 0.112 -0.032
O -0.672 1.696 3.095 1.030 0.134 0.557
C -0.499 1.270 -6.062 0.070 0.005 -0.029
N 0.880 -2.773 0.611 -0.454 0.370 -0.134
H 0.609 3.283 -3.530 0.159 0.005 -0.032
C 3.324 0.284 -4.367 0.165 -0.029 -0.098
H 4.460 -0.997 6.409 0.046 0.021 0.022
H 3.939 -1.851 4.194 0.008 -0.097 -0.011
C 1.940 1.748 3.344 -0.772 0.109 -0.107
C 1.977 -3.345 1.126 0.563 -0.367 -0.120
Sb -0.600 0.472 -2.505 -0.307 -0.004 -0.988
C 3.421 -1.102 6.119 -0.227 0.253 0.584
H 0.238 0.050 8.372 -0.014 0.065 0.055
C -1.456 -0.806 5.587 0.048 -0.163 -0.275
H 3.466 -3.967 4.116 -0.011 0.049 0.029
H 4.075 0.726 -6.333 0.036 -0.033 0.000
Si -2.063 2.534 2.679 -1.920 0.583 -0.768
C -3.179 1.610 -3.921 -0.070 -0.116 -0.025
C -2.937 -3.476 -4.432 -0.026 -0.134 -0.019
H -1.364 -3.495 -5.883 0.047 -0.003 -0.053
H -2.490 -1.050 -0.733 -0.001 0.001 0.120
C 3.283 -3.967 3.052 -0.374 0.315 0.101
C 0.021 -0.320 7.379 -0.139 -0.082 -0.097
C 2.430 -0.724 6.999 0.473 0.016 0.066
H -4.987 2.293 -4.851 -0.021 -0.035 -0.022
C -1.257 -0.341 6.890 0.229 0.085 0.268
C 0.808 0.921 -5.410 -0.020 0.052 -0.225
C 0.665 -2.811 -0.679 -0.135 0.069 0.165
F 2.698 -0.328 1.585 0.257 -0.422 0.997
N 1.446 -2.371 3.258 -0.987 0.402 -0.262
H -3.448 -4.331 -4.851 -0.045 -0.086 -0.023
C -2.371 4.239 -3.979 -0.065 0.087 -0.057
H -1.623 1.984 0.277 0.011 -0.125 0.025
C 3.129 -1.622 4.869 -0.292 -0.085 -0.427
F 2.991 -0.790 -0.603 0.410 -0.776 -0.815
H -0.243 -1.526 -4.928 0.073 0.056 -0.106
C -4.017 2.572 -4.461 -0.171 -0.024 -0.038
C -0.187 3.693 -2.910 0.033 0.005 -0.061
C 3.204 0.661 -5.692 0.090 0.021 0.024
C -1.661 -1.249 -3.357 0.425 0.456 0.262
C -2.357 4.057 3.780 0.249 -0.386 -0.473
H -4.360 1.572 2.483 -0.239 0.107 -0.165
H -3.758 1.338 4.112 0.058 0.102 0.237
C -1.776 -3.003 -5.012 -0.069 -0.067 -0.172
O 0.213 2.594 5.180 0.142 -0.377 0.145
O 0.428 3.883 3.133 0.154 0.021 -0.493
H -4.325 -3.256 -2.827 -0.056 -0.050 0.097
C 2.245 -3.184 2.535 0.391 -0.323 0.162
H 1.876 0.722 3.679 0.057 -0.196 0.122
H 4.620 -5.344 0.245 0.022 -0.009 -0.019
H -0.915 3.525 0.725 0.136 0.091 0.061
H -3.760 -0.210 -1.606 -0.061 0.149 0.001
F 2.976 1.358 0.099 0.470 0.943 -0.080
C 0.934 0.556 -4.066 -0.366 -0.049 0.459
C 1.530 -3.424 -1.589 0.272 -0.199 -0.025
H -0.034 3.318 -1.900 0.085 -0.001 0.180
H -0.236 -2.324 -1.033 -0.113 0.062 -0.050
B 2.468 0.093 0.300 -0.613 0.396 -0.158
H -0.802 2.283 -5.807 -0.106 0.068 -0.004
C -1.156 -1.888 -4.478 0.232 -0.049 -0.130
H 2.031 1.788 2.267 0.063 0.000 -0.205
C 2.192 0.234 -3.572 0.044 -0.008 0.106
H -2.058 5.274 -3.996 0.056 0.091 -0.001
H -1.292 0.599 -5.748 -0.129 -0.042 0.007
S 0.444 2.593 3.765 0.946 0.214 0.750
C 2.867 -4.089 0.299 -0.309 0.229 0.159
C -1.929 1.947 -3.426 0.205 -0.388 0.455
C 1.954 0.967 -6.198 -0.036 0.036 -0.102
N -0.490 -1.270 4.831 -0.525 0.004 -0.171
C -3.481 1.314 3.063 0.667 0.462 -0.340



103
Properties=species:S:1:pos:R:3:forces:R:3 method="wB97M-V/def2-TZVPD" total_charge=+1 de_lowest_kj_mol=231.7 lumo_ha="-0.133 / -0.212" homo_lumo_gap_ev="7.0 / 4.8" mol_weight_g_mol=1142.1 s_squared=3.83 spin_multiplicity=4 total_energy_ev=-136557.503
N 2.162 -3.004 -2.481 -0.039 0.044 0.012
C 0.945 -5.396 -5.039 0.027 0.002 0.049
C -0.522 -3.272 0.248 0.013 0.000 0.075
C 3.513 -4.086 3.563 0.094 0.041 0.051
H 0.095 1.779 1.678 0.012 0.011 -0.006
C -0.793 7.311 0.938 -0.007 0.023 0.003
H -2.386 -2.735 -3.546 0.016 -0.009 -0.015
F 4.285 0.736 1.244 0.022 0.023 -0.064
H 1.175 -6.448 -5.156 0.001 0.004 0.002
C 2.386 -4.649 2.995 -0.149 -0.108 -0.050
C -5.214 3.907 -0.486 -0.011 0.020 -0.019
C -0.953 1.788 1.373 -0.028 -0.045 -0.039
O 0.734 0.790 -1.457 -0.156 -0.055 -0.266
H -4.430 1.934 2.732 -0.002 0.002 0.000
H 5.518 -3.022 -2.389 -0.034 -0.043 -0.002
H 5.097 -2.714 3.601 -0.001 0.015 -0.010
H 0.936 3.870 1.048 -0.022 0.040 -0.002
N 0.027 -1.625 -2.914 -0.035 0.071 -0.044
C -2.451 -2.560 -1.395 0.019 0.042 -0.004
O -0.491 -0.600 -0.395 0.198 0.078 -0.052
H -6.631 1.711 1.661 -0.001 -0.003 0.003
H -0.531 -4.174 0.847 -0.009 0.012 -0.011
C -0.909 2.707 6.100 -0.014 0.006 0.065
C -1.998 3.222 6.790 0.005 0.000 0.009
F 2.644 -0.465 -2.457 0.072 0.062 -0.004
C 4.511 -1.721 -0.987 0.061 -0.117 0.121
C -3.063 3.771 6.092 0.000 -0.002 0.081
C -5.883 2.359 1.223 -0.051 -0.025 0.023
H -3.233 4.699 -0.318 0.002 -0.006 -0.010
C -1.955 3.290 4.001 0.017 -0.015 -0.085
H -0.028 2.343 4.191 -0.004 0.003 -0.006
C 0.528 7.177 0.533 0.007 0.036 -0.006
C 1.141 5.935 0.572 0.097 0.065 -0.041
C 0.148 -4.832 -6.029 -0.008 0.011 -0.018
H -7.144 2.977 -0.398 0.001 -0.002 -0.003
H -0.073 2.283 6.641 0.002 -0.003 0.012
H 5.258 -2.115 -0.299 -0.002 0.030 -0.025
H -2.014 3.198 7.872 0.000 -0.001 0.003
C -3.970 4.033 0.118 0.050 0.025 0.020
C 4.541 -2.553 -2.273 -0.011 -0.039 -0.016
H -1.826 -4.534 -0.845 0.005 0.001 -0.013
H -0.704 2.663 -0.619 0.021 0.016 -0.021
C -4.640 2.488 1.823 0.081 -0.029 0.052
H -1.339 -0.090 -2.444 0.005 -0.049 -0.001
C -2.409 -1.938 -2.796 0.000 0.066 -0.007
Sb 3.523 1.816 -0.177 -0.063 -0.091 0.033
C 1.652 -4.257 1.891 -0.170 -0.024 0.125
H -0.126 -5.473 -6.858 0.001 -0.006 -0.004
N 3.200 -1.871 -0.363 -0.081 -0.258 0.456
H -0.754 -1.607 -5.416 0.012 -0.018 0.004
C -0.890 2.743 4.715 0.013 -0.016 -0.036
C 4.078 -2.406 1.803 0.004 -0.089 0.168
C -0.897 4.944 1.418 -0.084 -0.001 0.008
H -1.032 -2.508 0.839 0.015 -0.029 -0.017
H 2.174 5.825 0.265 -0.021 -0.019 0.005
H -2.531 6.322 1.692 -0.017 0.007 0.009
C -6.171 3.069 0.066 -0.042 0.016 -0.039
C -3.040 3.805 4.706 -0.035 0.021 -0.060
F 1.717 -0.179 0.521 0.166 0.188 0.091
H -3.879 4.238 4.172 0.003 -0.005 -0.001
C 3.083 -2.503 0.835 -0.076 0.123 -0.325
C 3.463 -3.638 -2.229 0.006 0.059 -0.062
C -3.665 3.327 1.281 0.027 0.024 0.012
H -3.409 -3.076 -1.326 -0.011 0.012 -0.002
H 1.985 -5.514 3.512 -0.007 0.000 -0.014
F 3.294 3.274 0.978 0.061 -0.086 0.026
H 3.681 -4.374 -2.998 0.010 0.033 0.000
H 1.080 8.042 0.190 -0.004 0.004 0.000
H -1.418 0.903 1.807 0.004 -0.032 0.018
H -2.488 -1.767 -0.649 0.016 0.010 -0.001
C -1.066 1.743 -0.159 -0.091 0.074 -0.030
C -1.339 -3.574 -1.023 -0.005 -0.043 -0.026
C 0.431 4.829 1.013 -0.049 -0.128 0.033
H 4.809 -1.644 1.591 0.140 0.114 -0.027
C -1.273 -0.949 -3.091 -0.027 -0.049 0.038
W 1.435 -1.218 -1.159 -0.379 -0.362 0.004
H -1.271 8.282 0.914 -0.004 0.006 0.000
F 5.240 2.093 -0.875 0.055 0.042 -0.009
H 4.775 -0.683 -1.180 -0.040 0.041 -0.019
C -1.499 6.202 1.378 0.000 -0.047 0.000
C 0.330 -2.509 -3.815 0.027 0.038 0.007
C -0.281 -2.535 -5.129 -0.009 -0.031 -0.028
H -0.843 -3.237 -6.992 -0.004 0.007 0.003
F 2.708 2.802 -1.612 0.038 0.052 0.022
H -3.346 -1.398 -2.958 0.017 -0.011 -0.003
C -0.266 0.623 -0.696 -0.016 -0.142 0.098
Ge -1.875 3.385 2.061 -0.026 0.091 -0.019
H -5.438 4.470 -1.383 -0.001 -0.001 -0.002
H 0.790 -4.882 1.709 0.022 -0.001 0.040
C 1.528 -4.786 -3.956 0.003 0.006 -0.027
C 4.247 -3.053 3.022 0.052 0.114 -0.111
H -3.912 4.177 6.627 0.001 -0.002 0.009
H 4.365 -1.933 -3.151 0.045 0.009 0.005
H -0.663 -3.763 -1.854 0.010 0.007 -0.003
C 1.410 -3.447 -3.438 0.062 0.030 -0.016
C -0.328 -3.510 -6.079 -0.005 0.040 0.034
H 3.443 -4.142 -1.261 -0.002 -0.024 0.007
N 0.882 -2.833 0.071 0.299 0.060 0.201
C 1.808 -3.191 0.993 -0.080 0.088 -0.434
H 2.135 -5.437 -3.342 -0.005 0.005 0.000
H -2.109 1.603 -0.464 0.009 -0.001 0.087
H 3.855 -4.505 4.500 0.011 0.001 0.004
H -1.368 -0.550 -4.100 -0.019 -0.004 0.026